Entry from OMol25: the ion C3H4ClNO4P with charge -1 (ωB97M-V/def2-TZVPD).

Molecular weight = 184.50 g mol⁻¹
Net charge = -1
HOMO level = -6.15 eV
SMILES string = O=C1OCCN1[P@](=O)([O-])Cl
Kohn-Sham gap = 0.3568 Eh

Last column: Mulliken charge in e.
Positions of all 14 atoms, in Å:
1 Cl 2.893 -1.061 0.050  -0.356
2 P 1.140 -0.739 -1.111  0.823
3 O 0.280 -1.915 -0.750  -0.620
4 O -0.633 1.862 -1.814  -0.533
5 O 1.378 -0.272 -2.517  -0.629
6 O -1.699 0.804 -0.220  -0.366
7 N 0.620 0.739 -0.117  -0.246
8 C -0.508 1.213 -0.835  0.520
9 C 0.132 0.222 1.180  -0.358
10 C -1.303 -0.081 0.823  -0.403
11 H 0.746 -0.730 1.202  0.326
12 H -1.929 0.059 1.700  0.358
13 H 0.302 1.037 1.954  0.254
14 H -1.419 -1.138 0.453  0.230

***

Entry from OMol25: a cluster of 2 separate species, C3H4ClNOS in total (ωB97M-V/def2-TZVPD).

Molecular weight = 137.59 g mol⁻¹
Net charge = 0
ΔE to the lowest compared entry with this formula, charge and spin = 4.5533 eV
HOMO level (alpha / beta) = -10.04 / -10.04 eV
Kohn-Sham gap (alpha / beta) = 0.3058 / 0.3058 Eh

Last column: Mulliken charge in e.
Positions of all 11 atoms, in Å:
1 Cl -1.770 -2.079 0.406  -0.203
2 S -1.708 -0.080 -0.265  0.535
3 O -2.558 0.709 0.553  -0.415
4 N 0.673 2.762 -0.016  -0.370
5 C 1.029 -0.633 -0.576  -1.234
6 C 0.116 0.270 0.146  0.137
7 C 0.411 1.637 0.107  0.135
8 H 1.067 -0.362 -1.612  0.346
9 H 2.100 -0.446 -0.245  0.339
10 H 0.803 -1.586 -0.531  0.448
11 H -0.162 -0.192 2.032  0.282

***

Entry from OMol25: the molecule C3H4ClNOS (ωB97M-V/def2-TZVPD).

Molecular weight = 137.59 g mol⁻¹
Net charge = 0
ΔE to the lowest compared entry with this formula, charge and spin = 3.5298 eV
HOMO level (alpha / beta) = -7.72 / -7.31 eV
Kohn-Sham gap (alpha / beta) = 0.2482 / 0.2127 Eh

Last column: Mulliken charge in e.
Positions of all 11 atoms, in Å:
1 Cl 1.100 -1.531 2.056  -0.173
2 S -1.018 -1.555 0.093  -0.254
3 O 0.736 1.543 1.744  -0.622
4 N -0.011 1.277 -0.406  -0.080
5 C 0.330 -0.657 0.735  -0.175
6 C 0.328 0.737 0.911  0.604
7 C -0.025 0.451 -1.439  -0.476
8 H -0.623 2.112 -0.545  0.286
9 H -0.631 0.655 -2.383  0.276
10 H 0.771 -0.202 -1.528  0.441
11 H -0.957 -2.831 0.764  0.171

***

Entry from OMol25: the molecule C3H4ClNS (ωB97M-V/def2-TZVPD).

Molecular weight = 121.59 g mol⁻¹
Net charge = 0
ΔE to the lowest compared entry with this formula, charge and spin = 4.0730 eV
HOMO level (alpha / beta) = -8.84 / -8.53 eV
Kohn-Sham gap (alpha / beta) = 0.3037 / 0.2677 Eh

Last column: Mulliken charge in e.
Positions of all 10 atoms, in Å:
1 Cl -3.080 -1.051 -0.055  -0.098
2 S -0.722 2.150 -0.129  -0.117
3 N 0.765 1.255 0.473  -0.433
4 C 0.919 0.081 -0.295  -0.450
5 C -0.207 -0.990 -0.069  0.129
6 C -1.458 -0.671 -0.051  -0.262
7 H 2.019 -0.311 -0.145  0.292
8 H 0.157 -2.021 -0.014  0.343
9 H 0.962 0.485 -1.243  0.296
10 H 0.646 1.073 1.527  0.301

***

Entry from OMol25: a structure of composition C3H4ClO4 (ωB97M-V/def2-TZVPD).

Spin multiplicity = 3
Molecular weight = 139.51 g mol⁻¹
Net charge = -1
ΔE to the lowest compared entry with this formula, charge and spin = 0.5289 eV
HOMO level (alpha / beta) = -0.93 / -5.50 eV
Kohn-Sham gap (alpha / beta) = 0.1700 / 0.2444 Eh

Last column: Mulliken charge in e.
Positions of all 12 atoms, in Å:
1 Cl -1.601 -1.368 -1.648  -0.469
2 O 2.974 -0.959 1.213  -0.660
3 O -1.664 1.371 -0.472  -0.332
4 O -2.807 0.054 0.974  -0.607
5 O 0.405 -0.997 0.383  -0.668
6 C -0.497 -0.379 -0.154  0.461
7 C -1.859 0.261 0.280  0.389
8 C -0.370 0.927 -0.881  -0.231
9 H 0.408 1.571 -0.452  0.203
10 H 2.693 -0.481 2.083  0.303
11 H 0.030 0.905 -1.967  0.215
12 H 2.289 -0.904 0.642  0.395

***

Entry from OMol25: the molecule C3H4ClOP (ωB97M-V/def2-TZVPD).

Molecular weight = 122.49 g mol⁻¹
Net charge = 0
ΔE to the lowest compared entry with this formula, charge and spin = 2.4596 eV
HOMO level = -8.78 eV
Kohn-Sham gap = 0.3343 Eh

Last column: Mulliken charge in e.
Positions of all 10 atoms, in Å:
1 Cl 2.035 1.562 -1.711  -0.139
2 P 0.226 -1.030 -1.822  -0.063
3 O -0.727 -1.426 -0.521  -0.350
4 C -0.829 -0.568 0.606  0.001
5 C 1.000 0.339 -1.404  0.343
6 C 0.135 0.527 0.673  -0.939
7 H -0.558 -1.151 1.526  0.200
8 H 0.966 0.511 1.430  0.313
9 H -1.837 -0.156 0.589  0.254
10 H -0.412 1.391 0.635  0.380

***

no.,F_max (eV/Å)
1,2.21
2,5.51
3,3.04
4,4.13
5,6.82
6,4.69